No. 1
107
Properties=species:S:1:pos:R:3 method="wB97M-V/def2-TZVPD" total_energy_ha=-1869.51251 e_homo_ev=-8.90 de_lowest_kcal_mol=0.0 lumo_energy_ev=0.449
C -0.1534 -1.8115 0.1243
O 0.7606 -2.4760 -0.3086
N -1.2112 -2.3320 0.8622
N -0.2601 -0.4824 -0.1292
H -0.9234 -3.2070 1.2500
H -1.5715 -1.7057 1.5557
H 0.3127 -0.1238 -0.8227
H -1.0360 0.1045 0.1817
C 1.8030 -4.1592 -3.3223
C 2.2348 -5.1984 -4.3404
C 3.5758 -4.8549 -4.9250
O 2.1939 -6.4706 -3.7373
H 1.3833 -3.2129 -3.8388
H 2.4496 -3.9773 -2.5290
H 0.9020 -4.6236 -2.8625
H 1.4290 -5.1476 -5.0997
H 3.7440 -3.7278 -5.0877
H 3.7270 -5.2836 -5.9282
H 4.2961 -5.3209 -4.2750
H 2.1888 -7.2144 -4.3136
C 4.8541 -1.8100 -2.5818
C 4.6713 -1.7348 -1.0960
C 4.0795 -2.9996 -0.5975
O 6.0367 -1.5225 -0.5270
H 3.9803 -1.8862 -3.1368
H 5.5327 -2.6930 -2.7420
H 5.3435 -0.9225 -2.8709
H 4.0606 -0.8442 -0.7611
H 4.5314 -3.9415 -0.9882
H 2.9974 -3.1211 -0.7994
H 4.2016 -3.0100 0.4624
H 6.2506 -2.2556 0.0933
C -4.3200 -0.9832 1.8058
C -3.7052 0.1817 1.0349
C -4.5460 1.4890 1.4080
O -2.3458 0.3288 1.4839
H -3.6862 -1.8070 1.4332
H -5.3654 -1.1321 1.5501
H -4.1346 -0.8074 2.8873
H -3.7428 0.0352 -0.0397
H -4.6924 1.4397 2.4815
H -5.5025 1.2939 1.0076
H -4.0270 2.4344 1.1485
H -2.2586 0.9180 2.2429
C -1.5840 1.4264 5.4628
C -2.3423 2.4806 4.5921
C -1.8973 3.8533 4.9063
O -1.9922 2.1702 3.2417
H -1.8575 0.4244 5.0841
H -1.8688 1.4339 6.5305
H -0.4939 1.4423 5.4180
H -3.4129 2.3379 4.7660
H -2.3503 4.1891 5.8233
H -2.1371 4.5327 4.1150
H -0.7467 3.9360 4.9892
H -1.9171 2.9987 2.7358
C 1.9743 -1.3085 3.6462
C 2.6291 -0.5927 2.4799
C 2.1206 0.8670 2.4819
O 2.5276 1.5188 3.7344
C 2.2534 2.9136 3.7369
N 4.1458 -0.6675 2.6713
H 2.1899 -0.7025 4.5459
H 2.4013 -2.2832 3.7849
H 0.8562 -1.3581 3.5330
H 2.5009 -1.0828 1.5117
H 1.0330 1.0006 2.3446
H 2.5804 1.3937 1.5831
H 2.6096 3.4813 4.6339
H 1.1734 3.1836 3.7256
H 2.7706 3.3360 2.8539
H 4.4188 0.0975 3.3406
H 4.4930 -0.4850 1.7317
C -2.8365 4.4794 -0.4825
C -1.6967 3.6020 -0.1146
C -0.4330 3.7054 -1.0756
O 0.5471 2.7746 -0.6027
C 1.7196 2.6492 -1.2695
N -1.3367 3.9000 1.3060
H -3.0566 4.5493 -1.5149
H -2.7323 5.5105 -0.0007
H -3.8066 4.0374 -0.0069
H -1.8995 2.5250 -0.1982
H 0.0179 4.7086 -1.0015
H -0.7833 3.4913 -2.0943
H 1.6044 2.6095 -2.3542
H 2.0306 1.7286 -0.8115
H 2.5716 3.4440 -1.0308
H -1.3750 4.9658 1.3525
H -0.3539 3.5897 1.5171
C -3.4643 -2.2147 -2.7343
C -3.0044 -0.7718 -2.8964
C -2.3578 -0.6171 -4.2837
O -1.8524 0.6697 -4.4911
C -0.5998 0.9330 -3.7637
N -4.0856 0.1722 -2.7349
H -4.2283 -2.4988 -3.4049
H -3.8183 -2.2848 -1.7150
H -2.6381 -2.9357 -2.8220
H -2.2053 -0.6422 -2.1212
H -3.1071 -0.8025 -5.0745
H -1.5382 -1.3332 -4.2311
H -0.8648 1.2203 -2.7782
H -0.0422 1.7434 -4.1827
H 0.0242 0.0574 -3.6416
H -4.7938 -0.0167 -3.3456
H -3.7411 1.0891 -2.7538

=====

No. 2
18
Properties=species:S:1:pos:R:3 method="wB97M-V/def2-TZVPD" total_energy_ha=-459.19612 e_homo_ev=-8.16 de_lowest_kcal_mol=120.9 lumo_energy_ev=0.714
C -1.4537 -0.2872 -1.6332
O 0.0234 -0.5936 -1.2469
O 0.5715 -1.7725 -1.8199
H 0.2544 -2.4879 -1.2497
H -2.0961 -1.0540 -1.1855
H -1.4449 -0.4068 -2.7199
H -1.7023 0.7595 -1.4587
C 1.7471 1.4211 0.6255
C 0.1001 -0.1768 1.2519
C -0.9782 0.6190 1.1021
O 1.4058 0.1825 1.2193
O -0.0279 -1.4437 1.7068
H 0.8577 -1.8318 1.7311
H 2.8334 1.4402 0.5791
H 1.3785 2.2538 1.2291
H 1.3437 1.4835 -0.3855
H -0.8714 1.6654 0.8874
H -1.9411 0.2294 1.3669

=====

No. 3
10
Properties=species:S:1:pos:R:3 method="wB97M-V/def2-TZVPD" total_energy_ha=-607.24943 e_homo_ev=-8.20 de_lowest_kcal_mol=98.8 lumo_energy_ev=0.357
C 0.6248 1.0324 0.2077
C 0.3970 1.8299 -1.0171
N 0.2393 0.3519 -0.7742
O -0.4845 -2.4470 1.4531
S -0.2354 -1.0224 -1.3138
H -1.2073 -2.0233 0.9609
H 1.0108 0.9331 1.2518
H -0.5022 2.3982 -1.0390
H 1.1652 2.0154 -1.6605
H -1.0076 -3.0682 1.9311

=====

No. 4
9
Properties=species:S:1:pos:R:3 method="wB97M-V/def2-TZVPD" total_energy_ha=-2709.17608 s_squared=6.01 charge=+2 e_homo_ev="-17.72 / -18.23" de_lowest_kcal_mol=0.0 spin_multiplicity=5 lumo_energy_ev="-8.805 / -13.783"
Ag 1.1845 -0.5406 -2.9089
V -1.5313 1.3902 -2.4715
F -0.8711 -0.4388 -1.6687
F -0.3373 0.8320 -4.0095
C 0.2630 -0.1637 2.1221
Cl 1.1246 0.8482 3.2234
Cl -0.9258 -1.0274 3.0703
Cl 1.2980 -1.3107 1.3114
H -0.2045 0.4107 1.3316